13
Properties=species:S:1:pos:R:3:forces:R:3 method="wB97M-V/def2-TZVPD" s2=0.755 molar_mass_g_mol=112.2 charge=+1 spin_multiplicity=2 fmax_ev_per_a=0.78 e_homo_ev="-12.048 / -11.883" orbital_gap_ev="6.5 / 2.9" e_tot_ha=-948.4221 lumo_energy_ev="-5.50 / -8.98"
S -2.62336 1.43425 0.41858 -0.211 -0.071 -0.176
S -4.28695 1.61655 -0.68657 0.059 -0.019 0.199
H -1.79439 2.04397 -0.44700 0.114 0.098 0.014
H -3.82306 2.49157 -1.60166 0.061 -0.044 -0.030
N 2.05334 -1.88274 0.10522 -0.099 -0.730 0.267
C 0.98179 -0.91187 -0.00758 0.252 -0.019 0.088
N 1.39725 0.26009 0.73978 0.402 0.155 0.086
H 1.71894 -2.84588 0.01753 0.047 0.445 -0.383
H 2.43391 -1.85830 1.04309 0.044 0.260 0.166
H 0.03023 -1.26758 0.40611 -0.166 0.045 0.028
H 0.85594 -0.70330 -1.06963 -0.248 -0.049 -0.267
H 0.75967 1.04110 0.69541 -0.115 -0.031 -0.087
H 2.29669 0.58212 0.38671 -0.138 -0.038 0.094